ORCA calculation (wB97M-V/def2-TZVPD) on a cluster of 6 separate species, C37H76BFINO11P3 in total in a non-equilibrium geometry.

Summary:
Maximum force = 8.74 eV Å⁻¹
HOMO energy = -4.44 eV
Total charge = -1
E = -3784.0229 Ha
LUMO energy = 2.112 eV
Frontier orbital gap = 0.241 Ha

Last column: Mulliken charge in e.
Atoms and positions in Å:
I -5.234877 4.034791 1.073519  -0.033
P -1.614907 -0.513389 0.590403  0.039
P -4.419193 1.179678 -2.324979  1.096
P -1.541711 0.704383 -2.877991  -0.092
F -1.875608 4.423430 0.388659  -0.409
O -5.060202 -0.347014 -1.705778  -0.326
O -0.143940 -1.656566 5.009145  -0.234
O -4.663650 -3.496603 -1.881783  -0.113
O 4.382643 -0.530042 -2.938841  -0.550
O -2.318255 2.916454 -1.627364  -0.396
O 3.790986 6.406549 0.723605  -0.289
O -1.457904 -6.635872 -2.935347  -0.409
O 4.807978 1.871040 -2.837814  -0.407
O -5.502543 2.534640 -2.077519  -0.533
O 3.668130 -4.083172 3.340951  -0.402
O -1.368818 2.120312 0.313856  -0.896
N -4.301672 0.936285 -3.953936  -0.903
C -6.135909 -4.567323 -3.395216  -0.631
C -2.701172 -2.051437 0.279162  -0.667
C 0.799421 -6.149777 -2.411588  -0.373
C -2.664676 1.467570 -1.540617  0.599
C 4.728143 -4.840427 2.740812  -0.570
C 4.478099 0.351443 -0.533066  -0.487
C 4.560743 -4.717604 1.242093  -0.513
C 1.133463 5.368478 -2.581595  -0.435
C 0.642765 -2.782986 5.420854  0.015
C 0.223232 -4.986682 -3.177062  -0.416
C -4.611969 2.079681 3.396376  -0.847
C -0.446597 -6.871006 -1.945854  -0.442
C -2.451551 1.114841 0.045257  0.396
C 0.214485 0.293781 -2.268703  -0.285
C 0.203820 3.572976 -0.883415  0.669
C -0.998369 -5.605266 -3.820734  -0.314
C 3.435012 3.872537 -2.208895  0.131
C -0.977351 -0.398722 2.386865  -0.576
C 3.521671 2.555896 -3.190102  0.001
C 3.938293 -3.352121 1.105173  -0.170
C -3.764871 1.159561 1.068314  -0.948
C 4.866553 5.680768 1.334770  -0.384
C -4.784352 -4.873638 -1.499252  -0.395
C 0.691759 5.131811 -1.017760  -0.013
C 0.104126 -1.577121 7.362500  -0.611
C 2.734114 5.191929 -2.884990  -0.669
C 3.684406 7.686640 1.361759  -0.519
C 3.043373 -3.288252 2.323647  -0.364
C -5.611368 -3.228477 -2.924458  -0.650
C 1.186035 -2.459538 6.795447  -0.586
C 4.545845 7.630268 2.604341  -0.539
C -0.343442 -0.801159 6.142989  -0.457
C 5.628667 6.666031 2.193885  -0.569
C -1.263254 2.115709 -4.193419  -0.636
C 4.546359 0.583110 -2.173769  0.523
C -3.859256 2.523798 1.970194  -0.505
C -6.050280 -5.398228 -2.141024  -0.531
B -1.388233 3.364029 -0.533599  0.414
H -0.177684 -1.239470 2.556264  0.085
H 3.971498 7.210180 3.438601  0.274
H -7.143403 -4.506888 -3.814482  0.332
H 0.464084 4.718357 -3.303081  0.152
H 0.267404 0.095914 5.996392  0.302
H 1.453870 -5.853416 -1.587949  0.149
H -3.723962 -2.028260 0.846898  0.295
H 0.549025 0.829379 -1.280424  0.054
H 5.393189 -0.318381 -0.167225  0.270
H 0.952380 0.443023 -3.175023  0.335
H 4.559960 4.178777 -1.974207  0.288
H 2.673526 1.774172 -2.943285  -0.097
H -6.911450 -5.186330 -1.496381  0.289
H 4.681302 -5.877272 3.084976  0.311
H -4.785544 0.974680 0.528098  0.427
H -6.318116 2.122375 -1.619875  0.349
H 2.976547 3.533016 -1.186198  -0.161
H -0.236614 2.654612 -3.945764  0.039
H 2.834280 5.051395 -4.066053  0.268
H -5.583742 1.453843 3.216707  0.267
H 5.492393 5.228355 0.560102  0.226
H 1.690921 5.230847 -0.371958  -0.347
H -1.394254 -0.502541 6.198514  0.265
H 5.501886 -4.828236 0.697584  0.362
H 6.138344 6.192198 3.036635  0.340
H -2.831585 2.981735 2.294567  0.335
H 0.444031 -0.932705 8.177182  0.348
H -6.413254 -2.616336 -2.497497  0.342
H 1.371869 -6.793140 -3.090164  0.267
H 0.442915 3.048066 -1.902899  -0.814
H -0.048411 5.927958 -0.584964  0.352
H 0.861643 6.500369 -2.835112  0.335
H 3.862601 -5.481731 0.880093  0.167
H 4.715715 -2.581894 1.171839  0.009
H -1.147630 1.687525 -5.289578  0.403
H 4.922024 8.610745 2.907055  0.326
H 3.305610 6.213405 -2.652331  0.190
H 2.904214 -2.266485 2.688462  0.253
H -4.946600 3.086661 3.941499  0.393
H -4.515172 -1.104140 -2.123032  0.119
H 2.059429 -3.722614 2.117380  0.191
H 3.476447 -0.167344 -0.178581  0.161
H -0.720967 -2.195309 7.735519  0.268
H -5.128267 -2.661700 -3.725124  0.380
H -0.399069 0.641284 2.482617  0.209
H -2.784199 -2.222527 -0.879466  0.030
H 4.428044 4.880965 1.940896  0.270
H -0.747250 -6.074938 -4.778011  0.285
H 0.229265 -0.876659 -2.037355  0.140
H 5.677713 -4.405104 3.070725  0.264
H 6.379265 7.187361 1.588166  0.267
H -2.147751 2.883009 -4.230932  0.169
H 4.051806 8.441942 0.658503  0.292
H -6.019541 -6.474660 -2.327742  0.332
H -1.825600 -0.365873 3.194596  0.201
H -4.803655 -4.952381 -0.408431  0.248
H -0.808637 -6.465556 -0.995117  0.239
H -0.081093 -4.197412 -2.479368  0.117
H -0.016263 -3.657530 5.450654  0.276
H 2.635927 7.900255 1.587039  0.279
H 2.119071 -1.890792 6.704295  0.263
H 3.394216 -3.208645 0.168205  0.432
H -0.289086 -7.947099 -1.828908  0.305
H -3.834730 1.570146 4.127703  0.162
H 1.434249 -2.967215 4.689210  -0.210
H 3.589731 2.804998 -4.333998  0.260
H -4.876847 1.683946 -4.400075  0.235
H 0.809926 3.018311 -0.021544  -0.048
H 1.385674 -3.350935 7.395476  0.375
H -2.113110 -2.997284 0.709329  0.334
H 4.566161 1.391576 0.040761  0.188
H -5.469435 -4.981566 -4.161083  0.261
H -3.900946 -5.402708 -1.872135  0.120
H 0.914658 -4.553123 -3.903998  0.370
H -3.644784 0.257563 1.846394  0.217
H -1.798356 -4.878742 -3.987689  0.229

Force components x, y, z for each atom (eV/Å):
I 1.001 -0.730 0.424
P 2.485 -0.883 -1.784
P -0.635 -0.782 -3.736
P 0.198 -1.298 -1.474
F 0.182 -0.612 -1.574
O 1.839 1.550 -0.607
O 0.198 -0.132 0.576
O -0.255 -0.246 -0.229
O 1.085 7.240 4.770
O -1.281 -0.858 0.446
O 0.345 0.161 0.340
O 0.284 0.081 0.088
O -1.446 -2.954 1.995
O -0.035 -4.025 1.472
O 0.167 -0.071 -0.268
O -2.108 -2.682 0.772
N -0.690 1.457 2.792
C 0.051 -0.094 -0.657
C -0.339 -0.899 0.926
C 0.519 -0.364 -0.005
C 0.714 2.456 1.100
C 0.133 0.034 0.419
C 0.485 1.144 0.413
C 0.023 -0.557 -0.304
C -0.588 1.602 0.136
C -0.185 -0.186 -0.389
C -0.030 0.693 0.051
C 0.147 1.543 0.242
C -0.364 -0.124 0.234
C 0.422 1.437 0.904
C 1.040 -0.865 0.852
C 0.986 0.788 -0.313
C -0.260 -0.102 -0.333
C 1.037 0.286 -0.106
C -0.232 1.254 0.743
C -0.500 0.223 0.780
C 0.093 0.570 -0.281
C -0.021 0.897 0.388
C -0.302 -0.340 -0.200
C 0.544 -0.003 0.177
C 1.803 -0.898 -0.004
C -0.418 -0.008 0.487
C -0.519 -0.219 -0.974
C -0.234 0.058 -0.429
C -0.401 0.043 0.187
C -0.159 0.397 0.046
C 0.646 -0.101 0.072
C -0.293 0.193 0.553
C -0.065 0.309 -0.379
C 0.645 -0.002 -0.076
C 0.671 0.948 -0.483
C -0.738 -5.283 -3.852
C -0.425 -1.916 2.009
C -0.400 -0.293 0.407
B -0.240 -1.374 1.548
H -1.937 1.533 -0.281
H 0.045 0.090 -0.078
H 0.116 0.038 0.033
H 1.446 1.151 1.505
H -0.057 0.064 0.074
H -0.082 -0.043 -0.068
H 1.535 -0.181 -1.403
H -0.472 -0.866 -2.063
H -1.998 1.414 -1.158
H -1.427 -0.026 1.743
H -2.266 -0.794 -0.578
H 1.408 1.885 -0.847
H 0.076 -0.058 -0.041
H -0.051 0.113 0.081
H 1.920 0.369 0.909
H 1.667 1.130 -0.848
H 0.607 0.839 -2.010
H -2.219 -0.867 -0.462
H -0.113 0.346 2.402
H 2.007 0.995 0.309
H -0.154 0.028 -0.015
H -2.092 0.083 -1.342
H 0.088 -0.027 -0.132
H -0.099 -0.006 0.075
H -0.046 0.020 -0.103
H -2.032 -0.669 -1.376
H -0.059 -0.040 -0.093
H -0.001 0.028 -0.116
H -0.015 0.032 0.105
H -0.229 0.814 1.957
H 1.154 -1.693 -1.114
H 0.655 -2.281 0.268
H 0.109 0.046 0.022
H -0.106 -0.045 -0.044
H -0.328 0.425 2.385
H -0.065 -0.083 -0.039
H -1.190 -2.456 -0.107
H -0.012 -0.126 0.062
H 0.674 -2.215 -1.121
H -1.000 1.857 0.736
H -0.041 0.106 -0.065
H 2.043 1.064 -1.228
H 0.062 0.094 0.001
H 0.026 0.030 0.123
H -1.300 -2.214 -0.474
H -0.091 0.503 2.389
H 0.082 -0.060 0.015
H 0.008 0.078 -0.060
H -0.133 2.610 -0.465
H 0.071 -0.084 -0.034
H -0.032 -0.080 0.069
H 1.843 -1.551 0.353
H -0.034 0.093 0.050
H 0.040 0.108 0.048
H 1.698 -0.390 -1.193
H 0.057 0.131 -0.073
H 0.076 -0.034 0.068
H 0.039 -0.036 -0.137
H 0.079 -0.085 0.014
H 0.061 -0.110 -0.128
H -0.066 -0.112 0.006
H 0.056 0.030 0.125
H -0.128 0.056 -0.045
H -1.624 0.665 -1.659
H -0.131 0.035 0.022
H -0.251 -0.431 2.299
H 0.550 -0.698 0.384
H -1.179 1.159 -1.798
H -0.002 0.078 -0.097
H -1.074 2.121 -0.868
H -0.220 -2.214 -1.382
H -0.095 0.049 0.044
H -0.014 -0.103 0.053
H -0.117 -0.028 0.085
H -0.298 2.062 -1.618
H 0.002 -0.129 0.058